[1]
Molecular formula: C3H9N2O2
Method: DFT, wB97M-V/def2-TZVPD

Output
DFT total energy	-10322.4680	eV
energy relative to the best compared isomer or geometry (same formula, charge and spin)	101.1	kcal per mole
2S+1	1
total charge	+1

```
16
C3H9N2O2, DFT wB97M-V/def2-TZVPD
C -3.87384 -0.06565 0.05102
C -2.61165 -0.36767 -0.02015
C -0.26500 0.43932 0.12599
N 3.51295 -0.04072 -0.08684
N -1.55196 0.55014 -0.08057
O 0.51016 1.43423 0.01441
O 2.13630 -0.29031 0.09718
H -4.64231 -0.81808 0.02364
H -4.35262 1.01344 0.04611
H -2.48778 -1.42462 0.20405
H -0.06965 -0.64206 0.19317
H 4.02104 -0.89320 0.12040
H 3.54546 0.31635 -1.01235
H 3.87188 0.62753 0.60453
H -1.81911 1.53805 -0.22065
H 1.56125 0.77369 0.14226
```

[2]
Molecular formula: C3H9N2O2
Method: DFT, wB97M-V/def2-TZVPD

Output
DFT total energy	-10325.7801	eV
energy relative to the best compared isomer or geometry (same formula, charge and spin)	24.7	kcal per mole
2S+1	1
total charge	+1

```
16
C3H9N2O2, DFT wB97M-V/def2-TZVPD
N -1.60898 -1.65074 -0.12968
C -0.34739 -1.28484 0.10991
O 0.47132 -1.92306 0.73551
C 0.07518 0.05925 -0.48011
N 1.58162 0.10951 -0.48742
C -0.45417 1.31427 0.21788
O 0.56122 1.69472 1.16892
H -1.93683 -2.46089 0.37837
H -2.24010 -1.31748 -0.83707
H -0.07900 -0.00310 -1.57758
H 1.98479 -0.71306 -0.94236
H 1.92053 0.99744 -0.84985
H 1.87466 -0.03421 0.48864
H -0.48971 2.16784 -0.47910
H -1.38836 1.11626 0.70590
H 0.07523 1.92811 1.97802
```

[3]
Molecular formula: C3H9N2O2
Method: DFT, wB97M-V/def2-TZVPD

Output
DFT total energy	-10326.4960	eV
energy relative to the best compared isomer or geometry (same formula, charge and spin)	8.2	kcal per mole
2S+1	1
total charge	+1

```
16
C3H9N2O2, DFT wB97M-V/def2-TZVPD
O 2.25690 0.08431 3.00715
C 1.31472 0.15446 2.29767
O 1.29607 -0.53086 1.08540
C 0.01288 0.86379 2.50776
H 2.15270 -1.00689 1.05291
H -0.74035 0.07929 2.42383
H -0.11016 1.71180 1.83673
H -0.03109 1.31831 3.49419
N -1.55963 -0.35262 -3.06105
C -0.72331 -0.76286 -2.14176
N 0.05461 0.01407 -1.44013
H -1.62210 0.59455 -3.39369
H -2.06914 -1.01068 -3.63425
H -0.65685 -1.83476 -2.00338
H 0.51818 -0.34206 -0.59835
H -0.09343 1.02017 -1.43301
```

[4]
Molecular formula: C3H9N2O2
Method: DFT, wB97M-V/def2-TZVPD

Output
DFT total energy	-10317.1700	eV
energy relative to the best compared isomer or geometry (same formula, charge and spin)	66.0	kcal per mole
2S+1	3
total charge	+1

```
16
C3H9N2O2, DFT wB97M-V/def2-TZVPD
C -1.07103 0.39021 0.07534
C 2.51580 -0.37911 0.34966
C 1.18562 -0.48083 -0.34520
N -1.87820 1.31903 0.35316
N 0.20366 0.52705 0.02533
O -2.98935 -0.94838 -0.13537
O -1.59169 -0.90826 0.02481
H 3.10476 0.46803 -0.14396
H 2.56080 -0.24010 1.48037
H 3.16940 -1.24409 0.12708
H 0.74374 -1.57576 -0.12304
H 1.34367 -0.41056 -1.39115
H -1.69918 2.23400 -0.06608
H -2.77997 1.05575 0.64577
H 0.50797 1.47981 0.10482
H -3.32600 -1.28677 -0.98155
```

[5]
Molecular formula: C3H9N2O2P
Method: DFT, wB97M-V/def2-TZVPD

Output
DFT total energy	-19618.8163	eV
energy relative to the best compared isomer or geometry (same formula, charge and spin)	105.4	kcal per mole
2S+1	1
total charge	0

```
17
C3H9N2O2P, DFT wB97M-V/def2-TZVPD
C 1.08317 -0.48411 -0.22302
C 0.89155 -0.05573 1.22617
C 0.07814 -1.48376 -0.77787
N -0.52438 -0.03790 1.47547
N -0.17545 2.25465 -1.04456
O -2.96139 0.13082 0.65539
O -1.30104 -1.16129 -0.61017
P -1.62008 0.14346 0.20475
H 1.07456 0.50253 -0.76331
H 2.06510 -0.91342 -0.42091
H 1.36183 -0.75841 1.89685
H 1.30711 0.94740 1.29256
H 0.16957 -1.81101 -1.91963
H 0.29732 -2.48912 -0.32276
H -0.83314 0.54303 2.23306
H -0.06415 1.74569 -1.85762
H -0.84872 2.92718 -1.04440
```

[6]
Molecular formula: C3H9N2O3S
Method: DFT, wB97M-V/def2-TZVPD

Output
DFT total energy	-23203.3129	eV
energy relative to the best compared isomer or geometry (same formula, charge and spin)	83.2	kcal per mole
2S+1	1
total charge	+1

```
18
C3H9N2O3S, DFT wB97M-V/def2-TZVPD
C -0.39215 -0.88665 0.11510
C 1.74966 0.66626 -0.07286
C 0.39627 0.25752 -0.65333
N 0.20477 -1.79389 0.83544
N 1.79998 0.33669 1.32443
O -3.65440 -0.33635 0.74890
O -3.20105 -0.54141 -1.61682
O -0.57710 1.21585 -0.73147
S -2.94459 0.30145 -0.26550
H 2.65966 0.32864 -0.56478
H 1.63776 1.77708 -0.42439
H 0.57736 -0.19225 -1.58492
H 1.29115 -1.86772 1.17059
H -0.25562 -2.55022 1.26018
H 1.31476 1.02248 1.85676
H 2.82718 0.33825 1.49851
H -0.18747 2.10933 -0.39277
H -3.24617 -0.18505 -2.50308
```